*w*
Here is 2 unconnected molecules or ions with the total composition CH5OS from OMol25. Energies are from wB97M-V/def2-TZVPD.

Atoms and positions in Å:
C -0.00071 -0.14134 1.35641
S -0.73882 0.95121 0.07392
H -0.65620 -0.06426 2.22288
H 0.19427 -1.17231 1.08086
H 0.92301 0.37261 1.64352
H 1.62763 -0.67141 -1.23596
H 0.27123 -1.22274 -1.60758
O 1.21634 -1.47710 -1.59123

Computed properties:
- total charge = -1
- lowest unoccupied orbital energy (eV) = 4.5
- Kohn-Sham gap (eV) = 6.7

These are the Mulliken partial charges, in e, on atoms 1 to 6:
1 C -0.800
2 S -0.776
3 H 0.230
4 H 0.242
5 H 0.161
6 H 0.318


*x*
Here is 2 unconnected molecules or ions with the total composition CH5OS from OMol25. Energies are from wB97M-V/def2-TZVPD.

Atoms and positions in Å:
C -0.45751 0.68765 1.04837
S -1.04652 -0.99804 1.09292
H -0.35157 1.15199 1.93139
H 0.49406 0.68301 0.64000
H -1.09797 1.28515 0.36420
H 0.15461 -0.65588 -1.85712
H 1.20794 -1.46825 -1.37780
O 1.09695 -0.68561 -1.84197

Computed properties:
- total charge = -1
- lowest unoccupied orbital energy (eV) = 4.4
- Kohn-Sham gap (eV) = 6.5

These are the Mulliken partial charges, in e, on atoms 1 to 6:
1 C -0.937
2 S -0.785
3 H 0.345
4 H 0.254
5 H 0.169
6 H 0.297


Last place for stability: *x*


*w*
Here is 6 unconnected molecules or ions with the total composition H13O6 from OMol25. Energies are from wB97M-V/def2-TZVPD.

Atoms and positions in Å:
O -2.63501 -2.39028 -1.09121
H -3.50675 -2.80767 -1.14825
H -2.18907 -2.56312 -1.92654
O -2.15721 0.52462 -0.80105
H -3.01884 0.96096 -0.79541
H -2.36091 -0.40998 -0.99853
O 0.44070 -0.81242 2.38409
H 0.27470 -1.76088 2.35597
H 1.06003 -0.71873 3.11485
O 1.98655 2.00325 -0.68872
H 2.20714 2.93228 -0.82796
H 0.71182 1.71412 -0.19878
O -0.20208 1.57222 0.32245
H -0.98545 1.08855 -0.16013
H -0.28872 2.10226 1.11700
O 2.56337 -0.75630 -0.11460
H 2.73655 1.58590 -0.21972
H 2.55281 -1.14510 -0.99951
H 3.35261 -1.19670 0.22796

Computed properties:
- total charge = +1
- lowest unoccupied orbital energy (eV) = -2.8
- Kohn-Sham gap (eV) = 11.4

These are the Mulliken partial charges, in e, on atoms 1 to 6:
1 O -0.703
2 H 0.341
3 H 0.346
4 O -0.620
5 H 0.322
6 H 0.350


*x*
Here is 6 unconnected molecules or ions with the total composition H13O6 from OMol25. Energies are from wB97M-V/def2-TZVPD.

Atoms and positions in Å:
O -1.52713 -0.51574 -0.80842
H -1.14952 0.19229 -1.46620
H -2.06268 -1.10017 -1.31270
O 2.61253 -0.11857 -1.99991
H 1.95756 -0.41159 -2.68238
H 3.40236 0.36334 -2.50402
O 1.82517 -1.65441 0.27623
H 2.29827 -1.26974 -0.55980
H 2.14116 -2.50604 0.43839
O -0.66143 0.72174 3.83151
H -1.39820 0.66085 4.51561
H -0.11954 1.39508 4.31669
O -1.98965 2.28916 -2.78153
H -2.90011 2.38782 -2.73826
H -1.63185 3.12497 -2.48807
O -0.27227 -0.83935 1.52207
H -0.27671 -0.25349 2.31758
H -0.81513 -0.53297 0.72588
H 0.65661 -1.11298 1.11770

Computed properties:
- total charge = +1
- lowest unoccupied orbital energy (eV) = -2.8
- Kohn-Sham gap (eV) = 11.9

These are the Mulliken partial charges, in e, on atoms 1 to 6:
1 O -0.703
2 H 0.358
3 H 0.304
4 O -0.718
5 H 0.344
6 H 0.346


Last place for stability: *x*


*w*
Here is C12H25NO in the gas phase from OMol25. Energies are from wB97M-V/def2-TZVPD.

Atoms and positions in Å:
C 2.29053 -2.47471 -1.00803
C 0.77148 -2.43376 -0.90414
C 0.24974 -1.73983 0.36762
C 0.87579 -2.32395 1.63769
C 0.09073 -1.96791 2.89616
N 0.51033 -0.30604 0.27081
C -0.57417 0.49169 -0.27897
C -1.68986 0.75575 0.74745
C -2.83093 1.56867 0.15027
C -2.30227 2.90186 -0.36453
C -1.20065 2.66621 -1.38916
C -0.04591 1.83854 -0.81603
O 0.88567 1.67311 -1.86931
C 2.22633 1.55322 -1.46618
H 2.58638 -2.84647 -1.98636
H 2.72024 -3.12750 -0.25247
H 2.69850 -1.47639 -0.88219
H 0.37385 -3.45080 -0.93787
H 0.37686 -1.88952 -1.76376
H -0.83629 -1.93348 0.41293
H 1.90017 -1.95936 1.72988
H 0.91128 -3.41067 1.54094
H -0.91900 -2.37065 2.84293
H 0.57795 -2.38207 3.77606
H 0.01892 -0.88970 3.02672
H 0.77863 0.06998 1.17416
H -0.98181 -0.05895 -1.13326
H -2.06872 -0.19754 1.12312
H -1.26185 1.30160 1.59439
H -3.60266 1.73528 0.90526
H -3.28141 1.01238 -0.67451
H -3.11020 3.47767 -0.81985
H -1.90623 3.48323 0.47174
H -0.79962 3.61568 -1.74740
H -1.59839 2.12906 -2.25162
H 0.42877 2.38971 0.01213
H 2.36516 0.69570 -0.80373
H 2.80616 1.41657 -2.37749
H 2.56649 2.46339 -0.95339

Computed properties:
- total charge = 0
- lowest unoccupied orbital energy (eV) = 1.0
- Kohn-Sham gap (eV) = 9.4

These are the Mulliken partial charges, in e, on atoms 1 to 6:
1 C -1.145
2 C -0.664
3 C 0.337
4 C -0.993
5 C -1.191
6 N 0.056


*x*
Here is C12H25NO in the gas phase from OMol25. Energies are from wB97M-V/def2-TZVPD.

Atoms and positions in Å:
C -1.90311 -2.44066 0.94426
C -2.78227 -1.23810 0.63094
C -2.02164 -0.12732 -0.11453
C -3.01573 0.98445 -0.49845
C -2.40823 2.11561 -1.32031
N -0.92592 0.33013 0.72732
C 0.31876 0.70165 0.07288
C 1.10430 1.66484 0.96888
C 2.57971 1.63982 0.59038
C 3.19923 0.29067 0.96763
C 2.16365 -0.83453 0.87386
C 1.14860 -0.56598 -0.23983
O 1.74269 -0.36693 -1.51294
C 2.28875 -1.52102 -2.09121
H -2.45858 -3.17853 1.51866
H -1.03933 -2.12270 1.52125
H -1.55735 -2.91155 0.02629
H -3.16776 -0.82364 1.56461
H -3.63402 -1.55456 0.02568
H -1.58940 -0.54841 -1.02884
H -3.44687 1.39616 0.41883
H -3.83005 0.53251 -1.06926
H -1.65945 2.65888 -0.74872
H -1.94165 1.72593 -2.22257
H -3.18349 2.82100 -1.61373
H -1.24878 1.08328 1.32395
H 0.15729 1.18618 -0.90291
H 0.70010 2.67387 0.85882
H 0.98724 1.36757 2.01310
H 3.11497 2.45035 1.08805
H 2.65917 1.78960 -0.48713
H 4.03705 0.08248 0.30050
H 3.59075 0.32756 1.98652
H 1.59610 -0.91091 1.80186
H 2.66071 -1.79307 0.71439
H 0.46195 -1.42410 -0.30115
H 2.56676 -1.25291 -3.10958
H 3.18103 -1.87021 -1.55926
H 1.55482 -2.33739 -2.11824

Computed properties:
- total charge = 0
- lowest unoccupied orbital energy (eV) = 1.0
- Kohn-Sham gap (eV) = 9.5

These are the Mulliken partial charges, in e, on atoms 1 to 6:
1 C -1.098
2 C -0.832
3 C 0.072
4 C -0.739
5 C -1.164
6 N -0.127


Last place for stability: *x*


*w*
Here is a molecular structure, C2H8N2S from OMol25. Energies are from wB97M-V/def2-TZVPD.

Atoms and positions in Å:
C -1.62675 0.76442 -1.13699
S -1.25675 0.57870 0.63593
H -2.67315 1.01067 -1.27845
H -1.01642 1.56303 -1.57480
H -1.40944 -0.13524 -1.72204
N 0.77308 -1.42510 0.09374
C 1.86099 -0.77055 -0.10255
N 1.91892 0.55918 -0.05959
H -0.20712 -0.70796 0.46689
H 0.84464 -2.42754 0.01480
H 2.80022 -1.28032 -0.31567
H 2.80540 1.00527 0.07550
H 1.05045 1.03714 0.19273

Computed properties:
- total charge = 0
- lowest unoccupied orbital energy (eV) = 0.5
- Kohn-Sham gap (eV) = 8.0

These are the Mulliken partial charges, in e, on atoms 1 to 6:
1 C -0.718
2 S -0.547
3 H 0.277
4 H 0.228
5 H 0.256
6 N -0.341


*x*
Here is 2 unconnected molecules or ions with the total composition C2H8N2S from OMol25. Energies are from wB97M-V/def2-TZVPD.

Atoms and positions in Å:
N 0.48097 -0.16305 -1.22570
C -0.17694 0.68682 -0.27459
C 0.25824 0.79510 0.97779
N -0.25741 1.68231 1.92716
H 0.21729 0.04550 -2.18389
H 1.49694 -0.06962 -1.19311
H -1.02555 1.26784 -0.60870
H 1.07447 0.16873 1.31689
H -1.14080 2.05795 1.64171
H -0.35359 1.28264 2.85073
S 0.20864 -3.08083 -0.83417
H 0.24037 -1.50429 -1.02176
H -1.02261 -3.16912 -1.37236

Computed properties:
- total charge = 0
- lowest unoccupied orbital energy (eV) = 0.7
- Kohn-Sham gap (eV) = 8.7

These are the Mulliken partial charges, in e, on atoms 1 to 6:
1 N -0.449
2 C -0.323
3 C -0.079
4 N -0.512
5 H 0.306
6 H 0.316


*y*
Here is 2 unconnected molecules or ions with the total composition C2H8N2S from OMol25. Energies are from wB97M-V/def2-TZVPD.

Atoms and positions in Å:
S -0.36105 2.30848 2.67428
H -1.27246 3.09111 2.05285
C -0.24439 0.01557 0.00124
C -0.02527 -1.00625 -0.86953
N 1.40865 -1.07907 -1.28902
N -1.38152 0.34267 0.65763
H 0.57723 0.69387 0.29766
H -0.51085 -1.92655 -1.13516
H 1.49022 -0.97863 -2.34024
H 1.97927 -0.32540 -0.84154
H 1.81587 -1.98671 -1.06243
H -2.19866 -0.22680 0.36107
H -1.27704 1.07773 1.49320

Computed properties:
- total charge = 0
- lowest unoccupied orbital energy (eV) = -0.8
- Kohn-Sham gap (eV) = 5.5

These are the Mulliken partial charges, in e, on atoms 1 to 6:
1 S -0.765
2 H 0.048
3 C -0.031
4 C -0.398
5 N -0.346
6 N -0.270


Last place for stability: *y*